No. 1
Formula: H30O15
Source: the Open Molecules 2025 dataset
Level of theory: ωB97M-V/def2-TZVPD

Geometry as ORCA input:
```
! wB97M-V def2-TZVPD RIJCOSX def2/J DEFGRID3
* xyz 0 1
H -0.45394 0.36596 -0.44846
H 0.20973 -0.62597 -1.38955
H 2.00077 3.72146 0.37842
H 2.01690 4.53504 -0.90528
H -1.11277 1.04521 3.34966
H -1.30901 2.39529 2.67971
H -2.08912 0.84258 -1.00394
H -2.38573 1.60334 -2.28585
H 3.85082 -2.53638 0.35399
H 4.13393 -3.26793 -0.94782
H -4.45962 -1.58002 -1.36718
H -5.51504 -1.51660 -0.27535
H 0.75781 -2.57902 -0.02892
H 1.70982 -3.59139 -0.64442
H 1.79013 -2.44077 2.07444
H 3.11175 -3.18125 1.95170
H -1.56549 -1.36555 1.37506
H -1.48019 -1.68790 -0.10779
H -1.03649 -1.74396 -2.54135
H -2.54293 -1.90269 -2.66578
H 3.55833 1.03022 -1.00866
H 4.76686 0.10925 -0.97238
H 0.92317 2.62814 -2.97810
H 0.40055 3.47056 -1.82604
H -3.44945 2.24683 0.44298
H -4.12104 1.22052 1.34057
H 0.75620 2.57363 2.05555
H 0.60655 3.81295 1.18853
H 0.29724 -1.75966 2.37398
H 0.03032 -2.90416 1.41017
O -0.38380 0.13340 -1.38119
O 2.58735 4.01561 -0.32755
O -1.18471 1.98657 3.54371
O -1.71092 1.49277 -1.60659
O 3.70668 -2.47828 -0.59724
O -4.70312 -1.97378 -0.52181
O 1.54164 -2.64413 -0.58603
O 2.72813 -2.29831 1.90454
O -1.31404 -0.98214 0.52726
O -1.85464 -1.64819 -2.04090
O 4.39597 0.89325 -0.55194
O 0.58988 2.55924 -2.07634
O -3.50647 1.29793 0.60213
O 0.12040 3.04256 1.50342
O -0.41238 -2.31425 2.03067
*
```

Calculated values
energy relative to the best compared isomer or geometry (same formula, charge and spin) = 8.069 eV
HOMO energy = -8.23 eV
total energy = -31193.596 eV
Kohn-Sham gap = 8.097 eV

natural (NBO) charges in e: 0.49, 0.42, 0.45, 0.46, 0.46, 0.49, 0.49, 0.45, 0.47, 0.45, 0.47, 0.47, 0.43, 0.46, 0.45, 0.46, 0.48, 0.49, 0.48, 0.46, 0.48, 0.47, 0.46, 0.44, 0.48, 0.47, 0.49, 0.45, 0.47, 0.46, -0.93, -0.90, -0.96, -0.92, -0.92, -0.93, -0.90, -0.91, -0.99, -0.94, -0.95, -0.90, -0.94, -0.93, -0.90

No. 2
Formula: C5H6O
Source: the Open Molecules 2025 dataset
Level of theory: ωB97M-V/def2-TZVPD

Geometry as ORCA input:
```
! wB97M-V def2-TZVPD RIJCOSX def2/J DEFGRID3
* xyz 0 1
O -2.43679 0.68132 -1.03903
C -2.75500 0.02376 -0.15964
C -0.62895 -0.25645 0.77166
C 0.22130 -0.21332 -0.53594
C 1.63297 0.16017 -0.28681
C 2.78185 0.46525 -0.07717
H -1.83635 -0.56992 0.80074
H -0.28535 -1.05402 1.41361
H -0.52063 0.71507 1.27835
H 0.21515 -1.19047 -1.03234
H -0.18728 0.50563 -1.25944
H 3.79909 0.73298 0.12600
*
```

Calculated values
energy relative to the best compared isomer or geometry (same formula, charge and spin) = 3.542 eV
HOMO energy = -9.95 eV
total energy = -7325.742 eV
Kohn-Sham gap = 10.958 eV

natural (NBO) charges in e: -0.50, 0.45, -0.58, -0.49, -0.01, -0.24, 0.23, 0.22, 0.22, 0.23, 0.25, 0.24

No. 3
Formula: C10H10ClN
Source: the Open Molecules 2025 dataset
Level of theory: ωB97M-V/def2-TZVPD

Geometry as ORCA input:
```
! wB97M-V def2-TZVPD RIJCOSX def2/J DEFGRID3
* xyz 0 3
C -0.29995 2.53502 -1.14353
C -1.59583 2.27035 -0.79155
C 0.71311 1.71202 -0.83260
C -1.84441 1.05565 -0.21454
C 0.49115 0.51798 -0.11912
C -0.82868 0.06446 0.06334
C 1.11502 -1.85852 -0.30920
C -0.11853 -2.39895 0.38134
C 1.44145 -0.51644 0.38321
C -0.99025 -1.20262 0.65890
N 1.22820 -0.72356 1.79687
Cl 1.82492 0.58043 2.68453
H -0.05039 3.44138 -1.68497
H -2.42406 2.94757 -0.94574
H 1.66776 2.20640 -0.84141
H -2.95101 0.81296 0.13479
H 1.85236 -2.69186 -0.33425
H 0.80695 -1.62318 -1.24598
H -0.58561 -2.88946 -0.48468
H -0.04321 -2.90561 1.34998
H 2.47818 -0.01256 0.19703
H -1.88720 -1.32147 1.29760
*
```

Calculated values
HOMO energy (alpha / beta) = -7.05 / -9.32 eV
total energy = -24539.946 eV
Kohn-Sham gap (alpha / beta) = 8.006 / 8.283 eV

natural (NBO) charges in e: -0.21, -0.22, -0.22, -0.16, 0.00, -0.15, -0.39, -0.46, -0.18, -0.07, -0.27, 0.15, 0.21, 0.22, 0.22, 0.21, 0.22, 0.21, 0.23, 0.24, 0.22, 0.20

Which of these has the lowest total energy? H30O15